(1)
{"formula": "C3H6FNO2", "method": "ωB97M-V with the def2-TZVPD basis set", "elements": ["C", "C", "C", "N", "O", "O", "F", "H", "H", "H", "H", "H", "H"], "positions_angstrom": [[-2.06, -0.43, -0.24], [-0.79, -0.47, 0.13], [-0.03, 0.74, 0.63], [1.97, 0.09, -0.42], [1.00, 1.14, -0.25], [-0.10, -1.63, 0.06], [-2.79, 0.70, -0.14], [-2.63, -1.27, -0.60], [2.87, 0.48, -0.11], [-0.69, 1.61, 0.68], [0.38, 0.52, 1.63], [2.03, -0.06, -1.43], [0.85, -1.42, 0.07]], "smiles": "NOC/C(O)=C\\F", "de_lowest_kcal_mol": 71.9, "energy_ha": -422.9176, "e_lumo_ev": 0.813, "fmax_ev_per_a": 0.7, "orbital_gap_ev": 9.468, "multiplicity": 1}

(2)
{"formula": "C2H14O4S2", "method": "ωB97M-V with the def2-TZVPD basis set", "elements": ["C", "S", "S", "C", "H", "H", "H", "H", "H", "H", "H", "H", "O", "H", "H", "O", "H", "H", "O", "H", "H", "O"], "positions_angstrom": [[2.66, -0.16, 0.96], [2.36, 0.80, -0.56], [0.44, 1.43, -0.77], [-0.87, 0.26, -0.90], [2.29, 0.33, 1.90], [2.09, -1.22, 0.97], [3.80, -0.20, 0.99], [-1.02, -0.25, -1.88], [-0.95, -0.67, -0.30], [-1.68, 1.04, -0.73], [1.40, 1.01, 4.54], [1.33, 2.14, 3.51], [1.47, 1.21, 3.62], [-3.69, -5.96, -1.94], [-2.77, -4.87, -1.08], [-3.60, -4.97, -1.55], [-4.57, -2.80, -3.73], [-4.95, -4.01, -2.97], [-4.99, -3.68, -3.82], [1.66, 4.27, 3.97], [0.99, 4.12, 2.74], [0.93, 3.81, 3.61]], "smiles": "CSSC.O.O.O.O", "de_lowest_kcal_mol": 44.8, "energy_ha": -1181.8626, "e_lumo_ev": 0.407, "fmax_ev_per_a": 4.1, "orbital_gap_ev": 8.482, "multiplicity": 1}

(3)
{"formula": "C3H2ClNS", "method": "ωB97M-V with the def2-TZVPD basis set", "elements": ["C", "C", "C", "N", "S", "Cl", "H", "H"], "positions_angstrom": [[-0.68, 0.02, 0.29], [-0.41, -0.96, -0.65], [0.10, 1.02, 0.67], [1.90, 0.38, -0.67], [1.20, -0.91, -1.18], [0.32, 2.25, 1.75], [-1.63, 0.10, 0.61], [-0.80, -1.89, -0.83]], "de_lowest_kcal_mol": 119.2, "energy_ha": -1028.4516, "e_lumo_ev": [-0.585, -0.584], "fmax_ev_per_a": 3.8, "orbital_gap_ev": [7.649, 7.651], "multiplicity": 1}

(4)
{"formula": "C18H15CaCl", "method": "ωB97M-V with the def2-TZVPD basis set", "elements": ["C", "C", "C", "H", "C", "C", "H", "H", "H", "H", "Ca", "Cl", "C", "C", "C", "H", "C", "C", "H", "H", "H", "H", "C", "C", "C", "C", "C", "C", "C", "C", "H", "H", "H", "H", "H"], "positions_angstrom": [[-0.23, -0.26, 2.41], [0.08, 1.08, 2.03], [1.44, 1.11, 1.59], [-0.57, 1.95, 2.13], [1.96, -0.22, 1.72], [0.92, -1.06, 2.19], [1.00, -2.13, 2.36], [-1.15, -0.59, 2.89], [2.02, 1.98, 1.30], [3.00, -0.52, 1.62], [-0.33, -0.07, -0.30], [-2.45, 0.46, -1.42], [0.32, 4.07, -3.17], [1.74, 3.99, -3.00], [2.10, 4.73, -1.83], [2.43, 3.48, -3.67], [0.89, 5.28, -1.27], [-0.20, 4.87, -2.10], [-1.25, 5.15, -1.96], [-0.26, 3.64, -3.98], [3.11, 4.89, -1.45], [0.83, 5.92, -0.39], [-0.07, -2.44, -0.49], [-0.42, -3.59, -0.17], [-1.00, -4.81, 0.25], [-0.71, -6.03, -0.40], [-1.44, -7.18, -0.07], [-2.47, -7.12, 0.89], [-2.71, -5.92, 1.57], [-1.97, -4.78, 1.28], [0.09, -6.05, -1.14], [-1.21, -8.13, -0.56], [-3.06, -8.01, 1.12], [-3.48, -5.88, 2.34], [-2.12, -3.85, 1.83]], "de_lowest_kcal_mol": 0.0, "energy_ha": -1832.7041, "charge": -2, "e_lumo_ev": 4.479, "fmax_ev_per_a": 1.5, "orbital_gap_ev": 5.025, "multiplicity": 1}

Q: Number 3 is which compound?
A: C3H2ClNS